C2H7N2O | ωB97M-V/def2-TZVPD

Geometry as ORCA input:
```
! RIJCOSX wB97M-V def2-TZVPD def2/J DEFGRID3
* xyz 1 1
C 1.9388 0.5695 1.7695
N 2.1002 0.1055 0.5986
H 2.6567 0.3986 2.5616
H 1.0047 1.0813 1.9715
H 1.3198 0.0611 -0.0349
H 3.0005 -0.2061 0.2605
C -1.4184 -0.1904 -1.4299
N -2.6916 -0.3978 -1.0547
O -0.6323 0.5101 -0.8064
H -1.1320 -0.6434 -2.3855
H -3.1378 -1.2766 -1.2733
H -3.0086 -0.0119 -0.1771
*
```

Computed properties:
E: -264.89576 Ha
lowest unoccupied orbital energy: -5.44 eV
highest occupied orbital energy: -13.94 eV
ΔE to the lowest compared entry with this formula, charge and spin: 22.2 kcal per mole

***

C34H39N3S6SeSn | ωB97M-V/def2-TZVPD

Geometry as ORCA input:
```
! RIJCOSX wB97M-V def2-TZVPD def2/J DEFGRID3
* xyz 0 1
Sn 1.1862 1.2717 0.8440
C 4.4191 0.9519 -0.7402
C 4.6269 1.1750 0.7280
C 5.9514 1.3620 1.2017
C 6.1794 1.5544 2.5233
C 5.0965 1.5636 3.4292
C 5.2985 1.7335 4.8174
C 4.2256 1.7499 5.6579
C 2.9222 1.6108 5.1405
C 2.6859 1.4351 3.7961
S 1.0144 1.2400 3.2916
C 3.7967 1.3978 2.8989
N 3.5877 1.2069 1.5491
H 5.3634 0.7015 -1.2250
H 4.0274 1.8617 -1.2051
H 3.7008 0.1564 -0.9189
H 6.7655 1.3519 0.4876
H 7.1862 1.7011 2.9038
H 6.3111 1.8493 5.1913
H 4.3657 1.8773 6.7263
H 2.0712 1.6371 5.8143
S 1.2586 6.4164 -4.5249
C 1.2947 5.2665 -3.3587
S 1.5531 5.5990 -1.6851
C 1.5512 3.9451 -1.1019
C 1.3164 3.0021 -2.0219
S 1.1187 1.3057 -1.7227
S 1.0748 3.5795 -3.6608
S 1.8072 3.7045 0.6002
C -3.7678 -4.6077 0.8351
C -3.9574 -3.1859 1.3713
C -3.7737 -2.1187 0.2967
C -2.3065 -1.7895 0.0474
N -2.1907 -0.6942 -0.9184
C -2.0898 0.6177 -0.6227
Se -1.6596 1.3494 1.0431
N -2.2805 1.3094 -1.7579
C -2.2723 2.7727 -1.8868
C -3.6301 3.3302 -2.3121
C -4.6666 3.4043 -1.1835
C -5.3054 2.0522 -0.8325
C -2.4278 0.4275 -2.8269
C -2.5438 0.6436 -4.1938
C -2.6346 -0.4783 -4.9990
C -2.6206 -1.7722 -4.4536
C -2.4933 -1.9767 -3.0903
C -2.3902 -0.8447 -2.2930
H -3.7373 -5.3370 1.6477
H -2.8370 -4.7070 0.2645
H -4.5979 -4.8807 0.1737
H -3.2655 -2.9932 2.1981
H -4.9668 -3.0977 1.7776
H -4.2718 -1.1943 0.6001
H -4.2439 -2.4516 -0.6359
H -1.7473 -2.6351 -0.3466
H -1.8284 -1.4737 0.9680
H -1.5076 3.0387 -2.6145
H -1.9753 3.1794 -0.9278
H -4.0367 2.7320 -3.1351
H -3.4451 4.3321 -2.7064
H -5.4550 4.0933 -1.4929
H -4.1972 3.8289 -0.2904
H -5.6954 1.5637 -1.7314
H -6.1392 2.1838 -0.1385
H -4.5898 1.3758 -0.3587
H -2.5257 1.6442 -4.6177
H -2.7159 -0.3558 -6.0729
H -2.6906 -2.6282 -5.1147
H -2.4579 -2.9770 -2.6674
C 2.5880 -4.0509 -0.1209
C 1.9358 -3.4085 1.1104
C 0.7021 -4.2129 1.5279
C 2.9444 -3.3771 2.2786
C 1.5680 -2.0062 0.8081
C 1.4071 -0.8164 0.6427
H 2.8454 -5.0934 0.0960
H 3.5042 -3.5182 -0.3925
H 1.9116 -4.0269 -0.9803
H 1.0066 -5.2137 1.8543
H 0.0162 -4.3315 0.6869
H 0.1719 -3.7230 2.3494
H 3.3409 -4.3846 2.4636
H 2.4617 -3.0148 3.1912
H 3.7781 -2.7093 2.0467
*
```

Computed properties:
E: -6488.19602 Ha
lowest unoccupied orbital energy: -0.26 eV
highest occupied orbital energy: -7.01 eV

***

C32H28INO8PPtS2 | ωB97M-V/def2-TZVPD

Geometry as ORCA input:
```
! RIJCOSX wB97M-V def2-TZVPD def2/J DEFGRID3
* xyz -1 1
Pt -0.3429 -0.0391 0.1462
I 1.7388 -0.1139 -1.7358
C 3.5425 0.1768 -0.6631
C 4.5546 0.5062 -1.5316
C 5.8453 0.8211 -1.1011
C 6.1087 0.8135 0.2332
C 5.1009 0.4736 1.1618
C 5.4671 0.4681 2.5271
C 4.5669 0.1261 3.4835
C 3.2678 -0.2234 3.0936
C 2.8407 -0.2332 1.7816
P 1.1196 -0.8654 1.5880
C 1.3258 -2.6506 1.3788
C 2.5626 -3.2852 1.3306
C 2.6293 -4.6533 1.1075
C 1.4656 -5.3870 0.9297
C 0.2303 -4.7530 0.9667
C 0.1553 -3.3872 1.1822
C 0.3624 -0.6514 3.2319
C -0.2156 0.5845 3.5130
C -0.8485 0.7810 4.7324
C -0.9172 -0.2451 5.6634
C -0.3507 -1.4811 5.3775
C 0.2872 -1.6838 4.1637
C 3.7683 0.1333 0.7450
H 4.3398 0.5412 -2.5920
H 6.6046 1.0792 -1.8271
H 7.0914 1.0625 0.6136
H 6.4831 0.7433 2.7823
H 4.8340 0.1183 4.5319
H 2.5717 -0.4891 3.8733
H 3.4753 -2.7187 1.4688
H 3.5942 -5.1430 1.0659
H 1.5210 -6.4529 0.7468
H -0.6791 -5.3158 0.8035
H -0.8032 -2.8799 1.1667
H -0.2050 1.3970 2.7862
H -1.3063 1.7408 4.9331
H -1.4259 -0.0891 6.6066
H -0.4163 -2.2903 6.0939
H 0.7170 -2.6519 3.9356
O -4.0804 -0.9886 -0.6581
S -2.6526 -1.0121 -0.5325
O -2.0696 0.3557 -0.9755
O -1.9580 -2.0700 -1.2570
O -2.1832 -0.9924 0.9232
C -6.9726 -0.0006 -4.0471
C -5.5366 0.4420 -4.0568
C -4.5103 -0.4863 -3.9206
C -3.1899 -0.0802 -3.8399
C -2.8966 1.2687 -3.9042
C -3.8984 2.2137 -4.0506
C -5.2144 1.7976 -4.1318
S -1.2251 1.8136 -3.7383
O -0.4052 0.6260 -3.6014
O -0.8766 2.7214 -4.8049
N -1.3145 2.7107 -2.3656
C -0.1374 3.4988 -1.9954
C -0.3420 4.0809 -0.6055
C -0.2636 3.0519 0.5457
O -0.9127 3.2625 1.5660
O 0.5419 2.0676 0.3516
H -7.0774 -1.0149 -4.4313
H -7.6009 0.6630 -4.6422
H -7.3498 0.0040 -3.0223
H -4.7449 -1.5376 -3.8189
H -2.3981 -0.7961 -3.6633
H -3.6440 3.2657 -4.0827
H -6.0052 2.5320 -4.2318
H -1.6576 2.0972 -1.6239
H -0.0274 4.2920 -2.7360
H 0.7776 2.8988 -1.9952
H -1.2857 4.6226 -0.5382
H 0.4501 4.8095 -0.4104
*
```

Computed properties:
E: -3447.76313 Ha
lowest unoccupied orbital energy: 1.84 eV
highest occupied orbital energy: -5.19 eV
ΔE to the lowest compared entry with this formula, charge and spin: 36.6 kcal per mole

***

C7H17N | ωB97M-V/def2-TZVPD

Geometry as ORCA input:
```
! RIJCOSX wB97M-V def2-TZVPD def2/J DEFGRID3
* xyz 0 1
C -0.0013 -2.5762 -2.2411
C -0.4436 -2.2750 -0.7994
C 0.6000 -1.4917 0.0088
C 0.8250 -0.0718 -0.5451
C -0.2610 0.9391 -0.1229
N 0.2118 1.9201 0.8450
C -0.7145 3.0359 0.9356
C 0.3964 1.3076 2.1565
H -0.1512 -1.7128 -2.8795
H 1.0426 -2.8819 -2.3126
H -0.6193 -3.3615 -2.6855
H -1.3385 -1.6634 -0.8677
H -0.6615 -3.2172 -0.3110
H 0.1943 -1.3312 1.0074
H 1.5017 -2.0910 0.0570
H 1.7923 0.2994 -0.1965
H 0.8542 -0.1377 -1.6320
H -1.1382 0.3852 0.2547
H -0.5692 1.4626 -1.0220
H -0.2673 3.8479 1.5125
H -1.6577 2.7554 1.4266
H -0.9825 3.3633 -0.0650
H 1.0245 0.4296 2.0424
H -0.5606 1.0466 2.6295
H 0.9235 2.0189 2.8045
*
```

Computed properties:
E: -331.63957 Ha
lowest unoccupied orbital energy: 1.15 eV
highest occupied orbital energy: -8.58 eV
ΔE to the lowest compared entry with this formula, charge and spin: 19.7 kcal per mole

***

C4H8O2 | ωB97M-V/def2-TZVPD

Geometry as ORCA input:
```
! RIJCOSX wB97M-V def2-TZVPD def2/J DEFGRID3
* xyz 0 1
O 0.7605 -1.2000 -1.3264
C 0.4648 0.0951 -0.8598
C -0.9919 0.2483 -0.5018
C -0.9913 -0.2783 0.9967
O 0.3589 -0.3732 1.4499
C 1.1946 0.4404 0.3554
H 0.8829 -1.7591 -0.5391
H 1.0233 0.9490 -1.3547
H -1.6478 -0.3052 -1.1888
H -1.2845 1.3010 -0.4799
H -1.5076 -1.2515 1.0267
H -1.5737 0.4659 1.5630
H 1.0418 1.4717 0.6622
H 2.2699 0.1959 0.1967
*
```

Computed properties:
E: -307.62527 Ha
lowest unoccupied orbital energy: 0.90 eV
highest occupied orbital energy: -9.92 eV
ΔE to the lowest compared entry with this formula, charge and spin: 54.7 kcal per mole

***

C14H19ClN4O3 | ωB97M-V/def2-TZVPD

Geometry as ORCA input:
```
! RIJCOSX wB97M-V def2-TZVPD def2/J DEFGRID3
* xyz 0 1
O 2.1346 -1.7818 1.2259
C 1.9463 -0.5812 1.2452
C 3.0555 0.4396 0.9978
N 3.1525 0.9732 -0.3438
C 2.3877 2.1769 -0.6392
C 1.4747 1.9808 -1.8569
N 0.8227 0.7022 -1.7618
C -0.4692 0.5104 -1.4304
C -1.3554 1.5470 -1.0653
C -2.6641 1.2298 -0.7804
C -3.1016 -0.0927 -0.8443
C -2.1476 -1.0311 -1.1955
Cl -2.5762 -2.7030 -1.2749
N -0.8940 -0.7610 -1.4748
C 1.7284 -0.4253 -1.8676
C 3.1407 -0.0043 -1.4082
N 0.6956 -0.0967 1.4319
C -0.3879 -0.9114 1.9481
C -1.1917 0.0339 2.8660
O -2.4822 0.2962 2.4074
C -0.2940 1.2919 2.9014
O 0.4412 1.2630 1.6919
H 2.9495 1.2737 1.6940
H 3.9944 -0.0840 1.2125
H 1.7748 2.4489 0.2222
H 3.0885 3.0001 -0.8393
H 2.0668 1.9918 -2.7787
H 0.7483 2.7884 -1.9209
H -1.0232 2.5682 -0.9893
H -3.3596 2.0089 -0.5016
H -4.1171 -0.3741 -0.6292
H 1.7667 -0.7838 -2.9039
H 1.3375 -1.2345 -1.2496
H 3.6814 -0.8884 -1.0696
H 3.6930 0.4265 -2.2502
H 0.0408 -1.7669 2.4741
H -1.0150 -1.2799 1.1322
H -1.3229 -0.3809 3.8673
H -2.4487 0.5984 1.4876
H -0.8756 2.2129 2.9088
H 0.3825 1.2654 3.7647
*
```

Computed properties:
E: -1449.76348 Ha
lowest unoccupied orbital energy: 0.64 eV
highest occupied orbital energy: -8.01 eV

***

C10H24Cl21NOP | ωB97M-V/def2-TZVPD

Geometry as ORCA input:
```
! RIJCOSX wB97M-V def2-TZVPD def2/J DEFGRID3
* xyz 1 1
N -0.1732 -1.1669 -2.3432
P 0.1163 -1.1181 -0.5162
O 1.2826 -0.0120 -0.2612
Cl 1.0439 -2.9556 -0.2700
H -1.1409 -0.8643 -2.5002
H 0.4715 -0.6170 -2.9175
H -0.1246 -2.1563 -2.6714
H 1.9527 0.0496 -0.9670
C -0.7668 -2.5687 4.0561
Cl -0.3953 -1.7254 2.5390
Cl -1.7832 -3.9840 3.7790
H 0.1647 -2.8883 4.5080
H -1.2902 -1.8828 4.7114
C 1.5567 -4.9387 -3.8743
Cl 2.9987 -3.9401 -3.6925
Cl 0.1278 -4.1470 -3.1757
H 1.3724 -5.1049 -4.9291
H 1.7063 -5.8796 -3.3583
C -2.5773 0.8575 6.3438
Cl -0.9983 1.6344 6.1672
Cl -2.4333 -0.8000 6.9488
H -3.1670 1.4291 7.0461
H -3.0662 0.8341 5.3759
C 1.3135 2.2504 -2.6984
Cl 1.4148 3.8730 -3.3595
Cl 2.4840 1.1479 -3.4761
H 1.5251 2.2895 -1.6358
H 0.3093 1.8748 -2.8719
C -0.0662 3.2996 2.6220
Cl -0.6318 1.6242 2.7052
Cl -1.1775 4.4124 3.4224
H 0.9001 3.3610 3.1101
H 0.0187 3.5862 1.5802
C -6.6241 -0.6602 7.5464
Cl -6.3365 -0.9371 5.8236
Cl -5.4107 0.4184 8.2457
H -7.6006 -0.2072 7.6676
H -6.5794 -1.6111 8.0635
C -2.5852 -1.4848 -5.4284
Cl -3.2387 -1.6956 -3.7919
Cl -0.8741 -1.9239 -5.4897
H -3.1352 -2.1200 -6.1123
H -2.6873 -0.4433 -5.7108
C 2.7793 2.2046 7.8700
Cl 4.4927 1.7951 7.7513
Cl 2.0625 2.5045 6.2808
H 2.2543 1.3769 8.3321
H 2.6757 3.1011 8.4693
C 1.2486 1.9396 -7.0855
Cl 1.1560 0.9507 -8.5378
Cl -0.3271 2.0899 -6.2881
H 1.9359 1.4663 -6.3943
H 1.5979 2.9309 -7.3513
C 4.8948 0.9591 -6.5211
Cl 5.2966 1.6861 -8.0760
Cl 3.8581 -0.4661 -6.7116
H 5.8106 0.6575 -6.0266
H 4.3686 1.6945 -5.9215
*
```

Computed properties:
E: -10530.58482 Ha
lowest unoccupied orbital energy: -2.75 eV
highest occupied orbital energy: -12.23 eV

***

C3H5NO2S | ωB97M-V/def2-TZVPD

Geometry as ORCA input:
```
! RIJCOSX wB97M-V def2-TZVPD def2/J DEFGRID3
* xyz 0 1
C -0.7775 -1.7357 -0.4654
C 0.1579 -0.5967 0.0738
O 1.4523 -0.8720 0.0823
C -0.4725 0.8329 0.3258
S -2.0090 1.0562 -0.2609
N 0.4325 1.8060 0.5880
O 1.7617 1.7612 0.8246
H -1.2999 -1.4132 -1.3115
H -1.6417 -2.1420 0.2595
H 0.1150 -2.4829 -0.8862
H 0.2124 2.7274 0.6218
H 2.0687 1.0588 0.1483
*
```

Computed properties:
E: -720.60483 Ha
lowest unoccupied orbital energy: -1.11 eV
highest occupied orbital energy: -9.07 eV
ΔE to the lowest compared entry with this formula, charge and spin: 88.9 kcal per mole